Formula: C20H19FO3
Source: the Open Molecules 2025 dataset
Level of theory: wB97M-V/def2-TZVPD

Bonds (Å) are listed after each position.
Cartesian coordinates (Å):
1 F -3.03492 -0.75707 3.97667  C7 1.358
2 O 3.06020 -1.58965 1.45083  C22 1.383, C24 1.417
3 O 1.15581 -1.73206 -2.89466  C12 1.225
4 O 1.34569 -2.98701 0.93711  C22 1.228
5 C -2.39344 0.03912 1.83695  C7 1.377, C23 1.411, H28 1.068
6 C -0.53526 4.12116 0.91916  C9 1.383, C18 1.374, H43 1.079
7 C -3.05800 -0.87543 2.62382  F1 1.358, C5 1.377, C10 1.386
8 C -0.74923 2.78806 -1.48650  C16 1.412, C20 1.372, H36 1.076
9 C -0.10166 4.71948 -0.25020  C6 1.383, C20 1.383, H26 1.077
10 C -3.77646 -1.90053 2.02773  C7 1.386, C21 1.382, H32 1.075
11 C 4.42267 -0.73569 -0.36143  C13 1.532, C24 1.520, H27 1.097, H38 1.097
12 C 1.09474 -2.05840 -1.71541  O3 1.225, C15 1.421, C17 1.492
13 C 3.36083 -1.06333 -1.41628  C11 1.532, C15 1.495, H29 1.096, H41 1.097
14 C -1.83286 0.88262 -0.47321  C16 1.418, C23 1.418, H31 1.078
15 C 2.17066 -1.75786 -0.83673  C12 1.421, C13 1.495, C22 1.452
16 C -1.21651 2.14993 -0.31655  C8 1.412, C14 1.418, C18 1.411
17 C -0.11290 -2.78741 -1.23007  C12 1.492, H25 1.088, H34 1.087, H35 1.090
18 C -1.08755 2.86301 0.89450  C6 1.374, C16 1.411, H39 1.070
19 C -3.16452 -1.10139 -0.13232  C21 1.370, C23 1.411, H37 1.076
20 C -0.21071 4.04918 -1.45452  C8 1.372, C9 1.383, H40 1.079
21 C -3.82099 -2.01341 0.65150  C10 1.382, C19 1.370, H42 1.078
22 C 2.16026 -2.14793 0.56214  O2 1.383, O4 1.228, C15 1.452
23 C -2.44214 -0.02688 0.42875  C5 1.411, C14 1.418, C19 1.411
24 C 3.71399 -0.43672 0.94963  O2 1.417, C11 1.520, H30 1.097, H33 1.096
25 H 0.01919 -3.85936 -1.35898  C17 1.088
26 H 0.30859 5.71520 -0.22821  C9 1.077
27 H 5.05500 0.10423 -0.67542  C11 1.097
28 H -1.80343 0.77162 2.34333  C5 1.068
29 H 3.01778 -0.14329 -1.90206  C13 1.096
30 H 4.38679 -0.04637 1.72363  C24 1.097
31 H -1.90354 0.56976 -1.50259  C14 1.078
32 H -4.29898 -2.60021 2.65447  C10 1.075
33 H 2.92718 0.31044 0.79598  C24 1.096
34 H -0.99486 -2.49083 -1.79133  C17 1.087
35 H -0.29981 -2.59415 -0.17372  C17 1.090
36 H -0.83657 2.27419 -2.42782  C8 1.076
37 H -3.20796 -1.19492 -1.20335  C19 1.076
38 H 5.08742 -1.59622 -0.21400  C11 1.097
39 H -1.45285 2.44811 1.81040  C18 1.070
40 H 0.10778 4.52498 -2.36864  C20 1.079
41 H 3.77852 -1.68198 -2.22025  C13 1.097
42 H -4.38457 -2.81096 0.19582  C21 1.078
43 H -0.45339 4.65796 1.85186  C6 1.079

The value obtained for the calculated total energy is -1098.971421 a.u. The value obtained for the LUMO energy is -0.1237 hartree. As for the total charge: 0. For the HOMO-LUMO gap, the calculation gives 2.7676 eV. Its highest occupied orbital energy is -6.135 eV. The value obtained for the energy relative to the best compared isomer or geometry (same formula, charge and spin) is 281.1 kJ/mol.

Löwdin population analysis, charges in e, atoms 1 to 8: 0.072 -0.003 0.009 0.037 0.074 -0.059 -0.232 -0.004